1.
Density functional theory data (ωB97M-V with the def2-TZVPD basis set) for a cluster of 4 separate species, C30H38FNO13 in total.

Results
2S+1 = 1
SMILES = C#Cc1cc([C@@H](F)CC)c2c(c1OC#N)C(=O)C(CCCCOC)=CC2=O.COC(=O)OC.COC(=O)OC.COC(=O)OC
Energy above the lowest of the compared OMol25 structures with the same formula, charge and spin = 11.584 eV
Net charge = 0

Geometry as XYZ:
```
83
Properties=species:S:1:pos:R:3:forces:R:3:lowdin_charge:R:1
C -3.811399 -1.536076 4.050036 3.2 5.5 -3.5 0.08
C -3.050679 -0.660976 3.402788 -3.6 -2.3 3.0 -0.07
C -2.344805 0.620598 2.714264 0.5 0.6 -1.1 -0.07
C -1.614669 1.765217 3.550158 -0.3 -0.1 -3.4 0.06
C -0.954600 3.056488 2.865748 -1.4 -2.6 -2.6 -0.03
C -0.225280 4.170221 3.773146 -0.5 -0.5 1.1 -0.27
F 0.952407 4.764767 3.159581 -2.2 -1.2 0.7 -0.06
C -1.236626 5.318561 4.342935 0.9 -0.5 -0.3 -0.17
C -0.456494 6.027550 5.594529 0.3 -0.7 -0.5 -0.12
C -1.031827 3.133992 1.290356 -1.2 -2.4 1.5 0.04
C -1.735872 1.956442 0.455727 -0.2 -0.3 1.7 0.06
C -2.418378 0.698504 1.113688 2.1 3.8 2.7 -0.09
O -3.038800 -0.336918 0.313151 -2.9 1.5 1.7 -0.02
C -4.460747 -0.270585 0.404966 -3.2 2.0 -1.2 -0.18
N -5.661479 -0.029608 0.301658 7.4 -1.8 0.9 0.17
C -1.714847 2.113003 -1.170681 -1.8 -0.7 -1.5 -0.19
O -2.665575 1.698772 -1.924377 4.6 1.8 3.6 0.04
C -0.373541 2.845508 -1.749011 1.6 2.5 1.3 -0.09
C 0.322369 2.361581 -3.144351 -1.0 -1.3 1.3 -0.14
C 1.674966 1.561952 -2.750806 0.8 -0.2 -0.1 -0.20
C 2.937742 2.502190 -2.386492 -0.4 -0.5 1.0 -0.19
C 4.371964 1.769878 -2.452624 0.3 1.3 -0.2 -0.23
O 4.482638 0.693649 -1.484485 0.7 0.9 -0.2 -0.24
C 5.852988 0.475408 -1.060441 0.8 -0.6 -0.1 -0.13
C 0.249247 3.929523 -0.997694 -2.3 -2.6 -0.2 0.06
C -0.422350 4.377449 0.422611 -0.1 2.4 0.3 -0.23
O -0.498249 5.598338 0.795956 0.4 -5.8 -1.5 0.03
H -4.715931 -2.037729 4.578237 2.4 0.9 -1.3 0.07
H -1.586953 1.608538 4.689974 0.0 0.4 -2.1 0.11
H 0.164746 3.604684 4.719375 -0.5 0.9 -1.8 0.15
H -2.187649 4.735408 4.685805 1.6 1.3 -0.6 0.12
H -1.480078 6.061413 3.486134 0.3 -1.4 1.5 0.12
H -0.652731 7.157905 5.675342 0.1 -1.9 0.0 0.08
H 0.687533 5.886435 5.422231 -2.0 0.4 0.3 0.08
H -0.735010 5.446272 6.555106 0.5 1.3 -1.4 0.08
H -0.407866 1.558684 -3.577585 1.3 1.7 0.5 0.12
H 0.467757 3.216959 -3.896941 -0.2 -1.3 1.3 0.12
H 2.020447 0.876893 -3.632186 -0.9 1.2 1.5 0.12
H 1.453762 0.890667 -1.820285 0.4 1.1 -1.8 0.13
H 2.931299 3.416519 -3.084607 0.2 -1.3 1.0 0.12
H 2.786878 2.845629 -1.279052 0.4 -0.4 -2.0 0.11
H 4.594701 1.442973 -3.548943 -0.3 0.2 1.9 0.13
H 5.173450 2.567757 -2.153263 -1.4 -1.2 -0.7 0.13
H 6.463932 0.090906 -1.978991 -0.9 0.6 1.7 0.10
H 5.880821 -0.309715 -0.196687 -0.3 1.3 -1.8 0.10
H 6.381772 1.414631 -0.640254 -1.1 -1.2 -0.8 0.09
H 1.213715 4.456800 -1.348327 -2.0 -0.8 0.6 0.12
C -1.110941 -7.656538 6.027520 0.1 -0.2 0.4 -0.05
O -1.142954 -7.058897 4.732983 -0.4 0.2 -0.3 -0.01
C -2.353995 -6.594389 4.368126 0.0 0.1 -0.1 -0.59
O -3.364702 -6.647529 5.031125 0.7 0.0 -0.4 0.12
O -2.242514 -6.060766 3.136773 0.1 -0.3 0.6 0.00
C -3.459072 -5.525086 2.618230 -0.4 0.2 -0.3 -0.04
H -0.090104 -7.993721 6.215568 -0.1 0.2 -0.3 0.09
H -1.380595 -6.927345 6.795702 -0.1 -0.1 -0.1 0.10
H -1.773930 -8.524564 6.067991 0.0 0.2 0.0 0.10
H -3.822287 -4.710990 3.250545 0.0 -0.2 0.0 0.08
H -4.215607 -6.308109 2.522561 0.0 0.1 0.2 0.10
H -3.252751 -5.123012 1.624865 0.2 -0.1 0.2 0.09
C -7.338821 -2.551737 -1.381458 -0.1 0.5 0.2 -0.05
O -7.048791 -3.793301 -2.023787 0.2 -0.7 0.3 0.00
C -6.663062 -4.773243 -1.184983 -0.1 0.2 -0.1 -0.59
O -6.550751 -4.678232 0.016303 0.0 -0.1 -0.7 0.11
O -6.423509 -5.879117 -1.917059 -0.1 0.5 0.2 0.00
C -6.002729 -7.007191 -1.152818 0.1 -0.4 0.2 -0.05
H -7.637968 -1.837654 -2.150643 0.1 -0.3 -0.1 0.10
H -8.166386 -2.666313 -0.676769 0.2 0.0 0.0 0.10
H -6.451827 -2.162487 -0.876686 -0.2 -0.1 0.0 0.06
H -6.776809 -7.299544 -0.438541 0.2 0.1 0.0 0.10
H -5.061581 -6.795525 -0.638705 -0.2 0.0 0.1 0.09
H -5.839441 -7.837044 -1.842640 -0.1 0.3 -0.1 0.09
C 9.915942 1.706985 -4.472339 0.2 -0.1 0.4 -0.05
O 9.388112 1.992771 -5.766328 -0.6 0.0 -0.2 0.00
C 8.046662 1.905366 -5.847922 0.1 0.0 -0.1 -0.59
O 7.296939 1.615411 -4.943453 0.4 0.2 -0.5 0.10
O 7.685556 2.197114 -7.112225 0.3 -0.1 0.5 0.00
C 6.279657 2.143247 -7.346881 -0.5 0.0 -0.1 -0.05
H 11.001432 1.807449 -4.523780 -0.2 0.1 -0.3 0.09
H 9.537849 2.420196 -3.735483 -0.1 -0.2 -0.1 0.10
H 9.677988 0.681989 -4.176614 -0.1 0.2 0.0 0.10
H 5.756571 2.874011 -6.724546 0.1 -0.2 0.0 0.10
H 5.896674 1.135660 -7.165726 0.0 0.2 0.1 0.10
H 6.105051 2.395083 -8.394324 0.3 0.0 0.1 0.09
```
Forces are in eV/Å.

---

2.
Density functional theory data (ωB97M-V with the def2-TZVPD basis set) for a structure of composition C30H38IO6PS.

Results
2S+1 = 1
Energy = -72236.5313 eV
Net charge = 0

Geometry as XYZ:
```
77
Properties=species:S:1:pos:R:3:forces:R:3:lowdin_charge:R:1
C 1.544309 -0.933800 -1.344477 -0.5 -0.4 0.0 -0.05
C 0.196777 -0.504086 -0.795643 0.8 0.1 0.0 -0.25
O -0.160123 -1.381997 0.287073 -0.4 0.1 -0.6 -0.20
P -1.690215 -1.687510 0.661071 -0.1 0.1 1.0 0.48
O -2.016143 -1.320254 2.041968 0.0 0.0 -0.3 -0.25
C -1.826469 -3.477379 0.386365 0.6 0.0 -0.3 -0.16
C -0.688504 -4.051289 -0.466277 -0.2 0.3 0.4 -0.27
O -0.998728 -5.365720 -0.982077 0.2 0.0 -0.4 -0.39
S -1.670209 -5.478013 -2.443722 0.0 -0.1 0.5 0.79
O -2.805225 -4.585927 -2.456406 -0.2 0.0 -0.3 -0.39
O -0.607453 -4.621717 -3.366703 0.3 0.0 0.2 -0.98
I 1.283901 -5.270059 -3.347043 -0.2 0.0 -0.1 0.97
O -2.602342 -0.926188 -0.396462 0.3 -0.3 -0.2 -0.19
C -2.858847 -1.501968 -1.696513 -0.3 0.3 -0.3 -0.28
C -4.312721 -1.905978 -1.800673 0.0 0.4 0.0 -0.07
H 1.861646 -0.253915 -2.129380 0.2 0.2 0.0 0.07
H 1.439119 -1.923668 -1.791787 0.1 -0.1 0.0 0.05
H 2.278317 -1.001054 -0.548928 0.2 0.2 0.0 0.09
H -0.538271 -0.535765 -1.593307 -0.2 0.0 0.0 0.10
H 0.266233 0.508734 -0.405540 -0.2 0.1 0.0 0.11
H -2.791013 -3.737688 -0.034438 -0.2 0.0 0.0 0.09
H -1.737891 -3.884915 1.388185 -0.3 -0.1 0.1 0.10
H 0.182936 -4.183027 0.166253 0.2 -0.1 -0.1 0.13
H -0.392383 -3.385895 -1.271744 -0.1 -0.1 -0.2 0.07
H -2.653662 -0.725378 -2.433356 0.1 0.1 0.0 0.12
H -2.195807 -2.331198 -1.927303 0.0 -0.1 0.2 0.08
H -4.613928 -2.551682 -0.981591 0.0 -0.2 0.0 0.08
H -4.496564 -2.384396 -2.757396 0.0 -0.2 0.0 0.08
H -4.927818 -1.008665 -1.750777 -0.1 0.0 0.1 0.08
C 2.728204 4.810795 -0.095560 0.0 0.0 0.0 -0.11
C 1.407685 4.403276 0.030376 0.0 0.0 0.0 -0.09
C 0.863111 3.522376 -0.892869 0.0 0.0 0.0 -0.09
C 1.642624 3.045549 -1.937358 0.0 0.0 0.0 -0.10
C 2.963808 3.450907 -2.062562 0.0 0.0 0.0 -0.09
C 3.505928 4.336547 -1.142603 0.0 0.0 0.0 -0.09
H 3.153364 5.497001 0.626429 0.0 0.0 0.0 0.09
H 0.804376 4.769830 0.851279 0.0 0.0 0.0 0.09
H -0.167747 3.205901 -0.796002 0.0 0.0 0.0 0.10
H 1.218637 2.354204 -2.655027 0.0 0.0 0.0 0.10
H 3.571414 3.075218 -2.875511 0.0 0.0 0.0 0.10
H 4.535870 4.655107 -1.240361 0.0 0.0 0.0 0.10
C 0.751286 8.928014 4.216615 0.0 0.0 0.0 -0.10
C -0.569869 8.522871 4.344030 0.0 0.0 0.0 -0.10
C -1.119561 7.645779 3.420122 0.0 0.0 0.0 -0.09
C -0.346082 7.170007 2.370935 0.0 0.0 0.0 -0.10
C 0.975804 7.573160 2.245140 0.0 0.0 0.0 -0.10
C 1.524075 8.454358 3.166186 0.0 0.0 0.0 -0.09
H 1.179073 9.613033 4.936885 0.0 0.0 0.0 0.10
H -1.171704 8.890845 5.164647 0.0 0.0 0.0 0.10
H -2.150956 7.333075 3.517284 0.0 0.0 0.0 0.10
H -0.775761 6.485841 1.650230 0.0 0.0 0.0 0.09
H 1.579433 7.202017 1.426633 0.0 0.0 0.0 0.08
H 2.554106 8.770924 3.065926 0.0 0.0 0.0 0.10
C 6.388382 3.406721 3.102427 0.0 0.0 0.0 -0.10
C 6.344598 2.847671 4.371650 0.0 0.0 0.0 -0.10
C 5.122084 2.546661 4.955386 0.0 0.0 0.0 -0.10
C 3.943575 2.799650 4.267867 0.0 0.0 0.0 -0.09
C 3.987145 3.356346 2.997427 0.0 0.0 0.0 -0.09
C 5.209381 3.663177 2.416566 0.0 0.0 0.0 -0.09
H 7.341802 3.643196 2.647816 0.0 0.0 0.0 0.10
H 7.263818 2.646453 4.906322 0.0 0.0 0.0 0.10
H 5.087709 2.114063 5.946790 0.0 0.0 0.0 0.10
H 2.990320 2.561405 4.721255 0.0 0.0 0.0 0.10
H 3.068408 3.550246 2.459260 0.0 0.0 0.0 0.09
H 5.242830 4.099798 1.426560 0.0 0.0 0.0 0.08
C -4.244758 -7.836436 -3.288863 0.0 0.0 0.0 -0.11
C -4.068330 -8.580595 -2.130995 0.0 0.0 0.0 -0.10
C -4.250496 -9.955921 -2.155160 0.0 0.0 0.0 -0.10
C -4.605590 -10.587453 -3.338856 0.0 0.0 0.0 -0.10
C -4.780915 -9.843588 -4.497149 0.0 0.0 0.0 -0.10
C -4.602445 -8.467533 -4.471889 0.0 0.0 0.0 -0.09
H -4.112014 -6.763122 -3.268921 0.0 0.0 0.0 0.07
H -3.789179 -8.087530 -1.208024 0.0 0.0 0.0 0.10
H -4.117116 -10.535822 -1.251215 0.0 0.0 0.0 0.10
H -4.746127 -11.660319 -3.358257 0.0 0.0 0.0 0.10
H -5.057052 -10.336866 -5.419996 0.0 0.0 0.0 0.10
H -4.742071 -7.886438 -5.374240 0.0 0.0 0.0 0.10
```
Forces are in eV/Å.

---

3.
Density functional theory data (ωB97M-V with the def2-TZVPD basis set) for a structure of composition C30H38N4O2Y.

Results
2S+1 = 1
Energy = -42817.1217 eV
Net charge = -1

Geometry as XYZ:
```
75
Properties=species:S:1:pos:R:3:forces:R:3:lowdin_charge:R:1
Y -0.595992 0.164112 0.439964 -0.8 -2.6 0.5 1.27
N -1.107710 -2.114432 1.189259 0.3 0.4 -0.4 -0.26
N -0.279701 -2.964994 -1.400172 0.5 0.4 0.3 -0.08
C 0.906662 2.124095 -0.087080 0.4 -0.2 0.9 -0.32
C 1.747500 0.976508 0.104658 -0.1 0.9 1.0 -0.31
C 1.693803 0.622644 1.490290 -0.1 1.6 -0.4 -0.30
C 2.605047 -0.319961 2.172270 0.2 -0.7 0.3 -0.05
H 2.953058 -1.092111 1.479950 -0.1 0.0 0.1 0.08
H 2.115237 -0.823417 3.013731 0.1 0.1 -0.2 0.04
H 3.497332 0.199609 2.555448 -0.1 0.1 -0.1 0.09
C 0.797479 1.525873 2.145715 0.8 0.1 -1.2 -0.30
C 0.600741 1.570092 3.613110 -0.3 0.1 0.5 -0.08
H 1.422859 2.105585 4.113828 0.0 0.0 -0.1 0.08
H 0.579851 0.545896 4.021989 0.1 0.2 -0.2 0.00
H -0.334940 2.074460 3.880374 0.0 0.1 0.0 0.07
C 0.304385 2.448268 1.173842 1.0 -0.6 -0.4 -0.33
C -0.517743 3.650636 1.449653 -0.2 0.4 0.2 -0.07
H -1.403788 3.410870 2.046584 0.0 0.1 -0.1 0.06
H -0.829785 4.127919 0.517285 -0.1 0.0 0.1 0.07
H 0.062727 4.388908 2.017415 0.0 0.0 0.0 0.08
C 2.622628 0.334742 -0.910499 0.2 -0.5 -0.3 -0.05
H 3.590496 0.045880 -0.475081 -0.2 0.2 -0.1 0.08
H 2.791132 1.007987 -1.761121 0.1 -0.2 0.1 0.07
H 2.170931 -0.593183 -1.291211 0.1 0.2 0.0 0.06
C 0.815987 2.954993 -1.315582 -0.4 0.2 -0.5 -0.05
H -0.116088 2.773058 -1.869368 0.3 0.2 0.0 0.06
H 1.644645 2.741978 -2.002053 -0.2 0.1 0.1 0.07
H 0.835981 4.024762 -1.059259 0.1 -0.2 -0.1 0.08
C -2.206343 -1.774780 1.964780 -0.3 -1.0 0.5 -0.17
H -2.472279 -0.701130 2.029693 0.0 -0.2 -0.1 0.03
C -2.838054 -2.760852 2.684284 -0.4 0.8 0.4 -0.16
H -3.701073 -2.484335 3.292349 0.1 -0.1 -0.1 0.08
C -2.341165 -4.075143 2.691508 0.1 -0.5 0.2 -0.16
H -2.775092 -4.819819 3.358491 0.1 0.2 -0.1 0.08
C -1.324543 -4.442550 1.829551 0.3 0.2 -0.4 -0.09
H -0.944910 -5.466006 1.739537 -0.3 0.3 0.1 0.09
C -0.841322 -3.492684 0.890312 -0.7 -0.6 0.0 -0.22
C -0.313663 -3.867555 -0.339337 -0.2 0.8 0.1 -0.06
H -0.092437 -4.912682 -0.564976 -0.2 0.5 0.0 0.11
C -0.442585 -1.576920 -1.335703 0.5 0.1 -0.6 -0.10
C -0.119278 -3.382805 -2.728291 -0.7 -0.5 0.8 -0.06
H 0.021144 -4.410861 -2.998828 -0.1 -0.2 0.1 0.11
C -0.317965 -2.322131 -3.502315 0.7 0.9 -0.5 -0.10
H -0.353269 -2.238965 -4.572792 0.0 0.0 -0.1 0.12
N -0.383188 -1.207930 -2.683378 -0.4 -0.3 -0.6 -0.08
C -0.315566 0.097370 -3.251322 -0.3 -0.4 -0.3 -0.15
C 0.779344 0.379821 -4.098884 -0.5 0.5 0.2 -0.20
C 0.771027 1.576036 -4.814767 -0.3 -0.1 0.0 -0.02
H 1.629015 1.813137 -5.443706 -0.2 0.0 0.0 0.11
C -0.310890 2.457117 -4.771229 -0.2 -0.1 0.3 -0.28
C -0.308833 3.713374 -5.604026 0.0 0.2 0.0 -0.07
H -0.311709 4.609007 -4.962347 0.0 -0.2 -0.2 0.08
H -1.191760 3.772652 -6.261441 0.3 0.0 0.2 0.08
H 0.590462 3.743338 -6.233748 -0.2 0.1 0.1 0.07
C -1.393961 2.143756 -3.939822 0.2 -0.2 0.1 -0.04
H -2.251277 2.825423 -3.876107 0.3 -0.3 -0.1 0.12
C -1.425766 0.962504 -3.182113 0.2 0.2 -0.4 -0.22
C -2.662703 0.617202 -2.405330 -0.4 0.4 -0.4 -0.09
H -2.996774 -0.416196 -2.565006 0.3 0.2 0.3 0.08
H -3.459380 1.287197 -2.751814 0.0 -0.1 0.1 0.07
H -2.577754 0.805038 -1.315122 0.0 -0.3 -0.2 0.01
C 1.931962 -0.551164 -4.265602 0.8 0.0 -0.3 -0.05
H 1.661285 -1.527863 -4.674894 0.0 0.2 0.2 0.07
H 2.501962 -0.706681 -3.346862 -0.3 -0.1 0.0 0.07
H 2.624875 -0.095260 -4.975645 0.1 0.0 0.0 0.07
N 0.124810 -0.349899 6.737319 -0.2 0.7 0.6 0.12
C -0.628770 -1.053774 5.637938 -1.7 -0.7 0.9 -0.24
C 0.466734 -1.459181 4.690256 1.8 2.6 -1.8 -0.37
O 1.099765 -2.460653 4.792139 0.0 -2.2 1.1 -0.03
O 0.048216 -1.441453 1.653091 0.5 0.2 0.2 -0.29
H 0.997034 -0.855258 6.961170 0.0 -0.1 -0.4 0.14
H -0.392015 -0.228649 7.618131 -0.1 -0.3 -0.5 0.14
H 0.386669 0.602959 6.436564 0.2 -0.5 -0.3 0.14
H -1.211381 -1.885014 6.051268 0.0 -0.1 0.6 0.10
H -1.301310 -0.348490 5.153085 0.1 0.0 0.1 0.10
```
Forces are in eV/Å.

---

Question: What is the formula in the third record?
Answer: C30H38N4O2Y